This record from the Open Molecules 2025 dataset describes C6H7LiO6Pd as an isolated structure in a non-equilibrium geometry. The level of theory is ωB97M-V with the def2-TZVPD basis set.

Atoms and positions in Å:
C 0.76916 -0.11573 -1.06679
Li 1.36253 -0.68397 1.43063
C 1.40929 2.16083 0.08083
Pd -0.75843 0.27089 2.52868
O -1.92282 -1.20024 -0.20967
H 0.39929 -1.51823 -2.61636
C -0.99334 -1.90683 -1.04901
O -2.34111 -0.03473 1.61282
C -1.59364 -0.85536 1.01462
H 1.36199 3.12199 -0.43367
O 0.53107 1.15187 -1.02495
O -0.54480 -1.28818 1.58606
O 0.68869 1.08384 2.12371
H -0.33992 -2.53605 -0.43463
H -0.10781 2.89217 1.48650
C 0.66572 2.13180 1.32495
H 2.41676 1.73561 0.12811
C -0.19346 -0.92840 -1.90315
H -1.60944 -2.54056 -1.69385
H -0.86566 -0.26914 -2.46329
O 1.66593 -0.67158 -0.42156

Computed properties:
Total charge   +1
LUMO (spin up / spin down)   -3.450 / -6.258 eV
HOMO level (spin up / spin down)   -0.4298 / -0.5313 Eh
Multiplicity   4
Electronic energy   -819.282020 hartree

Charges computed using natural (NBO), reported in e: number 1, C, carries 0.819; number 2, Li, carries 0.934; number 3, C, carries -0.186; number 4, Pd, carries 1.181; number 5, O, carries -0.441; number 6, H, carries 0.271; number 7, C, carries -0.072; number 8, O, carries -0.601; number 9, C, carries 0.949; number 10, H, carries 0.250; number 11, O, carries -0.519; number 12, O, carries -0.764; number 13, O, carries -0.805; number 14, H, carries 0.214; number 15, H, carries 0.178; number 16, C, carries 0.168; number 17, H, carries 0.233; number 18, C, carries -0.537; number 19, H, carries 0.235; number 20, H, carries 0.257; number 21, O, carries -0.765



This record from the Open Molecules 2025 dataset describes the molecule C2H6N2O2 in a non-equilibrium geometry. The level of theory is ωB97M-V with the def2-TZVPD basis set.

Atoms and positions in Å:
H 3.08296 -0.10442 -0.41084
H -2.55443 -1.58328 0.05387
H -3.48432 0.21317 -0.23375
O 2.36601 -0.51599 0.34781
N 1.13641 -0.39180 -0.31706
O -1.01810 -0.22617 -0.33037
C 0.61236 0.93589 -0.04016
H 1.09934 1.78071 0.06636
N -0.60238 0.99639 0.12504
H -2.46243 -0.44893 1.18921
C -2.40238 -0.44142 0.17300
H 0.53749 -1.11893 -0.25726

Computed properties:
LUMO   0.790 eV
SMILES string   CO/N=C\NO
HOMO level   -0.3260 Eh
Multiplicity   1
Electronic energy   -339.556113 hartree

Charges computed using natural (NBO), reported in e: number 1, H, carries 0.457; number 2, H, carries 0.190; number 3, H, carries 0.191; number 4, O, carries -0.559; number 5, N, carries -0.359; number 6, O, carries -0.433; number 7, C, carries 0.185; number 8, H, carries 0.186; number 9, N, carries -0.165; number 10, H, carries 0.175; number 11, C, carries -0.256; number 12, H, carries 0.389



Question: Look up the multiplicity of the second one.
Answer: 1